Entry 1:
Formula: C5H9NO
Source: OMol25
Level of theory: ωB97M-V with the def2-TZVPD basis set

Cartesian coordinates (Å):
C: -1.2199 0.4670 -0.2212
C: 2.1940 -1.1100 -0.1835
C: -2.6600 0.2125 0.0527
N: 1.5632 1.2605 0.6662
C: 1.1666 -0.0145 -0.0915
C: -0.2352 -0.3955 0.0676
O: 1.4314 1.1547 -0.7736
H: 0.9248 2.0161 0.9353
H: -0.9933 1.3569 -0.7942
H: -0.4210 -1.3053 0.6210
H: 2.0873 -1.6337 -1.1324
H: 3.1884 -0.6729 -0.1339
H: 2.0745 -1.8106 0.6396
H: -3.2054 0.0964 -0.8852
H: -2.7992 -0.6835 0.6537
H: -3.0961 1.0620 0.5792

electronic energy: -325.790710 Ha
gap between HOMO and LUMO: 9.65 eV
total charge: 0
E_LUMO: 0.0389 hartree
SMILES string: C/C=C/[C@]1(C)NO1

***

Entry 2:
Formula: C23H49AlF4P
Source: OMol25
Level of theory: ωB97M-V with the def2-TZVPD basis set

Cartesian coordinates (Å):
C: 2.7012 1.9048 -0.1906
C: 2.1712 3.1676 -1.0271
P: 0.6957 2.8387 -2.1606
C: 1.0363 1.4531 -3.4097
C: 2.5728 1.2509 -3.7990
Al: -1.1902 2.1027 -0.9611
C: -2.7645 2.2063 -2.2859
C: -0.7827 0.2084 -0.2961
C: -1.8738 -0.8980 -0.7095
C: -1.6663 -2.1457 0.2827
F: -2.8019 -2.6958 0.9419
C: -0.4440 -2.7288 0.5890
F: -0.3684 -3.5062 1.7669
F: 0.7179 -2.6417 -0.1587
C: -1.6184 3.2661 0.6745
C: -3.1537 3.0828 1.1562
F: -1.3807 4.6714 0.3929
H: 2.6741 2.1575 0.9280
H: 3.7903 1.7201 -0.4607
H: 2.0945 0.9597 -0.3115
H: 1.8407 3.9515 -0.2639
H: 3.0724 3.5995 -1.5862
H: 0.5610 0.4990 -2.9819
H: 0.4241 1.7068 -4.3436
H: 2.9132 0.2783 -3.3005
H: 2.6023 1.0695 -4.9300
H: 3.2432 2.1280 -3.5606
H: -2.3951 2.1383 -3.3705
H: -3.2133 3.2586 -2.1914
H: -3.5403 1.3893 -2.1493
H: 0.2082 -0.1603 -0.7410
H: -0.6213 0.2721 0.8352
H: -1.6063 -1.2660 -1.7495
H: -2.9240 -0.4952 -0.6179
H: -0.9841 2.8897 1.5420
H: -3.8465 3.8383 0.6822
H: -3.1289 3.1643 2.2953
H: -3.5034 2.0267 0.8811
C: 6.0791 3.4532 0.5997
C: 6.4370 2.1180 1.2384
C: 5.9335 1.9799 2.6748
C: 6.5140 2.9909 3.6690
C: 8.0388 2.9913 3.7836
C: 8.6067 1.6700 4.2850
H: 6.5392 4.2911 1.1295
H: 6.4313 3.4832 -0.4346
H: 4.9965 3.6020 0.5925
H: 7.5217 1.9699 1.1959
H: 5.9963 1.3157 0.6379
H: 6.1416 0.9637 3.0252
H: 4.8429 2.0806 2.6788
H: 6.0846 2.7870 4.6566
H: 6.1809 3.9985 3.4004
H: 8.3332 3.7829 4.4812
H: 8.4952 3.2459 2.8221
H: 8.1972 1.4178 5.2670
H: 9.6936 1.7374 4.3802
H: 8.3862 0.8492 3.5989
C: -8.6821 -5.1053 -1.9283
C: -7.9649 -5.2253 -0.5900
C: -7.0125 -4.0634 -0.3068
C: -5.8509 -3.9172 -1.2947
C: -4.9485 -5.1445 -1.4263
C: -4.2377 -5.5116 -0.1303
H: -7.9805 -5.1201 -2.7653
H: -9.3740 -5.9409 -2.0630
H: -9.2589 -4.1780 -1.9781
H: -7.4297 -6.1795 -0.5452
H: -8.7167 -5.2597 0.2059
H: -6.6161 -4.1721 0.7076
H: -7.5840 -3.1287 -0.3067
H: -5.2416 -3.0614 -0.9841
H: -6.2438 -3.6611 -2.2842
H: -4.1920 -4.9370 -2.1906
H: -5.5211 -6.0047 -1.7884
H: -3.6239 -4.6804 0.2248
H: -3.5820 -6.3715 -0.2901
H: -4.9462 -5.7787 0.6577

electronic energy: -1888.931721 Ha
gap between HOMO and LUMO: 6.18 eV
total charge: -1
E_LUMO: 0.0958 hartree

***

Entry 3:
Formula: C40H31Cl2N9TeTi
Source: OMol25
Level of theory: ωB97M-V with the def2-TZVPD basis set

Cartesian coordinates (Å):
Ti: -2.0410 0.3266 1.0790
C: -4.6932 -2.1151 0.1128
C: -4.1198 -1.0424 1.0232
N: -3.8005 0.1706 0.3142
C: -3.7357 0.1242 -1.0488
C: -4.2189 -0.9261 -1.7783
N: -4.7318 -2.0307 -1.1539
C: -2.8559 1.2002 -1.5218
C: -2.8514 1.9109 -2.7029
C: -1.8797 2.9145 -2.8852
C: -0.9845 3.1777 -1.8508
C: -1.0332 2.4232 -0.6750
N: -1.9493 1.4346 -0.5520
C: -0.2504 2.5528 0.5257
C: 0.8762 3.3672 0.7178
N: 1.5390 3.4084 1.8455
C: 1.1076 2.6133 2.8392
C: 0.0214 1.7846 2.6931
N: -0.6949 1.7424 1.5509
C: -1.8228 3.6871 -4.1331
C: -2.9772 4.1480 -4.7666
C: -2.8359 4.9340 -5.8992
N: -1.6679 5.2472 -6.4274
C: -0.5765 4.7682 -5.8604
C: -0.5917 3.9918 -4.7143
H: -5.0578 -3.0197 0.5813
H: -4.8285 -0.8416 1.8554
H: -4.1775 -0.9672 -2.8547
H: -3.5831 1.7042 -3.4668
H: -0.2841 3.9919 -1.9283
H: 1.2596 3.9857 -0.0836
H: 1.6731 2.6560 3.7570
H: -0.2927 1.1281 3.5043
H: -3.9601 3.9329 -4.3762
H: -3.6999 5.3405 -6.4046
H: 0.3528 5.0308 -6.3449
H: 0.3270 3.6082 -4.2953
Cl: -3.0754 0.9349 3.2074
C: -2.6604 -0.6509 3.8275
C: -2.3910 -0.8762 5.1629
C: -1.9942 -2.1490 5.5530
C: -1.8510 -3.1682 4.6244
C: -2.1238 -2.9196 3.2932
Cl: -1.9170 -4.1338 2.0888
C: -2.5576 -1.6577 2.8478
N: -2.7898 -1.4095 1.5212
H: -2.4747 -0.0775 5.8860
H: -1.7864 -2.3470 6.5905
H: -1.5421 -4.1535 4.9349
Te: 2.2739 0.6417 -1.2753
C: 3.6442 0.8182 0.3593
C: 4.9458 1.2366 0.1321
C: 5.8737 1.2060 1.1589
C: 5.5058 0.7523 2.4143
C: 4.1969 0.3686 2.6547
C: 3.2692 0.4061 1.6277
C: 2.8148 -1.3964 -1.6422
C: 2.1617 -2.0783 -2.6612
C: 2.4234 -3.4165 -2.8929
C: 3.3503 -4.0881 -2.1127
C: 4.0251 -3.4059 -1.1136
C: 3.7564 -2.0676 -0.8782
H: 5.2528 1.5706 -0.8490
H: 6.8907 1.5247 0.9790
H: 6.2399 0.6979 3.2036
H: 3.9004 0.0366 3.6401
H: 2.2450 0.1032 1.8069
H: 1.4375 -1.5569 -3.2710
H: 1.9046 -3.9334 -3.6880
H: 3.5499 -5.1342 -2.2813
H: 4.7775 -3.9130 -0.5277
H: 4.2866 -1.5405 -0.0990
C: 1.6095 -3.6508 1.5332
N: 0.7677 -2.6516 0.9358
C: 0.2695 -2.6809 -0.3311
C: -0.4636 -1.5417 -0.4903
N: -0.4308 -0.8301 0.6758
C: 0.3045 -1.5382 1.5206
H: 1.0272 -4.5459 1.7565
H: 2.0359 -3.2664 2.4564
H: 2.4135 -3.9204 0.8487
H: 0.4553 -3.4885 -1.0069
H: -1.0077 -1.1828 -1.3496
H: 0.4956 -1.2894 2.5535

electronic energy: -4073.365020 Ha
spin multiplicity: 2
gap between HOMO and LUMO (spin up / spin down): 5.75 / 6.18 eV
total charge: +1
E_LUMO (spin up / spin down): -0.1227 / -0.1437 hartree

***

Entry 4:
Formula: C48H37AsBrCl2N5O4RbS3
Source: OMol25
Level of theory: ωB97M-V with the def2-TZVPD basis set

Cartesian coordinates (Å):
Rb: 0.6043 -2.2645 -0.3442
Br: -1.1606 -10.0264 -2.8681
C: -0.5623 -8.2530 -2.8761
C: 0.4687 -8.1116 -1.9702
C: 0.9219 -6.8531 -1.7549
C: 0.4246 -5.8184 -2.5293
C: -0.7416 -5.8922 -3.3503
C: -1.1558 -7.1750 -3.5375
N: 1.1253 -4.6279 -2.4397
C: 0.9545 -3.5731 -3.3807
C: 1.9795 -2.4455 -3.3874
C: 1.9428 -1.6212 -4.4225
C: 2.8634 -0.4452 -4.5031
C: 3.7883 -0.5551 -3.4042
C: 3.7559 -1.4779 -2.3303
N: 2.6458 -2.6316 -2.3209
H: 0.8780 -8.9733 -1.4326
H: 1.6724 -6.5047 -1.0461
H: -1.0329 -5.0775 -4.0152
H: -2.0594 -7.5302 -4.1750
H: 0.4179 -3.9576 -4.1514
H: 0.9572 -1.3901 -5.3831
H: 2.9716 0.0857 -5.3354
H: 4.5942 0.0439 -3.2964
H: 4.4268 -1.2378 -1.6800
O: 2.8892 3.9907 -4.2714
N: 2.0149 4.5232 -3.6063
C: 2.1997 5.6874 -3.0522
C: 1.0061 6.4144 -2.4764
C: -0.2328 5.7736 -2.2994
C: -0.3226 4.4636 -2.6500
C: 0.7092 3.7547 -3.1957
S: 0.8540 2.3635 -4.1855
H: 3.0177 6.2543 -3.4983
H: 1.2117 7.4060 -2.3310
H: -1.3008 6.3132 -1.9856
H: -1.2616 4.0151 -2.6583
C: 2.0629 1.4019 6.8238
C: 2.6123 2.1784 5.7635
C: 2.1066 2.0970 4.3501
C: 1.1257 1.1509 4.1048
C: 0.5129 0.3301 5.1776
C: 0.9865 0.5805 6.3573
As: 0.2777 0.8102 2.2405
C: 1.5844 1.8414 1.2994
C: 2.5065 1.3653 0.4564
C: 3.2546 2.2985 -0.3628
C: 3.2154 3.5800 -0.1646
C: 2.1088 4.0255 0.6421
C: 1.2815 3.1600 1.2735
C: -0.1995 3.5159 1.9468
C: -0.7067 4.7595 1.8801
C: -2.0168 4.9177 2.1693
C: -2.7254 3.8056 2.7293
C: -2.0410 2.6337 3.0207
C: -0.8351 2.4037 2.5565
H: 2.5080 1.2875 7.7629
H: 3.2693 2.9063 6.1296
H: 2.6999 2.6117 3.3565
H: -0.4869 -0.1886 4.9148
H: 0.5547 -0.0280 7.1934
H: 2.9818 0.5060 0.2110
H: 4.0374 1.7576 -0.9851
H: 4.0133 4.2031 -0.7606
H: 1.9461 4.8975 1.0643
H: -0.1534 5.5646 1.3531
H: -2.1157 5.9469 2.1518
H: -3.9256 3.7155 2.3275
H: -2.4114 1.7827 3.1663
Cl: -4.8827 0.1956 4.4079
C: -3.3204 -0.6654 4.1895
Cl: -2.7623 -1.4890 5.8696
H: -2.4219 -0.0703 3.8378
H: -3.8191 -1.6066 3.4211
S: -2.7534 -2.4543 0.9560
C: -1.7925 -3.2363 2.1739
N: -0.4758 -3.4069 1.9885
C: 0.3345 -3.6888 3.0083
C: -0.1530 -4.2008 4.3069
C: -1.4854 -4.3421 4.3732
C: -2.3135 -3.6320 3.4433
H: 1.9087 -4.7310 -1.8785
H: 1.0581 -4.0520 2.7511
H: 0.6163 -4.5091 4.8483
H: -1.6695 -4.5861 5.3964
H: -3.5327 -3.5742 3.3979
O: -2.2737 0.8061 -5.4690
S: -2.0837 1.6804 -4.3767
O: -2.2398 3.0803 -4.6503
N: -0.5133 1.4745 -3.6590
C: -0.4563 0.7541 -2.3546
O: 0.6184 0.4113 -1.9196
C: -1.7810 0.4748 -1.8430
C: -2.2220 0.0822 -0.5602
C: -3.5680 -0.0682 -0.3544
C: -4.5519 0.6504 -1.1011
C: -4.0793 1.1348 -2.5198
C: -2.5632 0.8381 -3.0156
H: -1.8923 -0.1751 0.5693
H: -3.8503 -0.3229 0.6295
H: -5.7133 0.7974 -0.6980
H: -4.8600 1.9662 -3.1740

electronic energy: -9373.964585 Ha
spin multiplicity: 2
gap between HOMO and LUMO (spin up / spin down): 3.27 / 3.87 eV
total charge: -2
E_LUMO (spin up / spin down): 0.1237 / 0.1236 hartree